Entry from OMol25: a molecular structure, C35H31Cl4N6O9SW in a non-equilibrium geometry (ωB97M-V/def2-TZVPD).

Geometry (Å):
W1 -0.251 0.462 -1.105
Cl1 -0.702 -6.237 0.966
C1 -0.173 -4.608 0.790
C2 -0.957 -3.720 0.075
C3 -0.534 -2.408 -0.115
N1 -1.151 -1.447 -0.942
C4 -2.218 -1.826 -1.707
O1 -2.926 -2.802 -1.574
C5 -2.545 -0.830 -2.759
C6 -3.660 -1.029 -3.547
C7 -4.023 -0.043 -4.447
C8 -3.236 1.093 -4.524
C9 -2.115 1.195 -3.725
N2 -1.759 0.244 -2.850
C10 0.642 -1.967 0.476
C11 1.422 -2.862 1.201
C12 1.031 -4.182 1.334
Cl2 2.070 -5.274 2.171
N3 0.930 -0.593 0.253
C13 2.051 -0.055 0.858
O2 2.916 -0.630 1.472
C14 2.097 1.424 0.758
C15 3.058 2.127 1.459
C16 3.033 3.509 1.410
C17 2.024 4.127 0.686
C18 1.099 3.346 0.019
N4 1.149 2.012 0.042
H1 -1.878 -4.070 -0.353
H2 -4.217 -1.944 -3.412
H3 -4.909 -0.150 -5.058
H4 -3.487 1.908 -5.185
H5 -1.501 2.076 -3.780
H6 2.346 -2.550 1.649
H7 3.792 1.564 2.017
H8 3.777 4.093 1.934
H9 1.954 5.203 0.630
H10 0.298 3.794 -0.551
C19 6.589 -1.923 0.803
C20 5.457 -1.665 -0.149
C21 4.635 -2.703 -0.580
C22 3.587 -2.468 -1.455
C23 3.368 -1.177 -1.906
C24 4.181 -0.124 -1.499
C25 5.221 -0.376 -0.626
S1 1.985 -0.854 -2.944
O3 2.338 -0.772 -4.324
O4 0.926 -1.760 -2.553
N5 1.347 0.580 -2.389
C26 1.583 1.759 -3.209
C27 0.528 2.774 -2.830
O5 0.521 3.903 -3.230
O6 -0.371 2.280 -1.982
H11 6.470 -2.883 1.301
H12 6.646 -1.136 1.554
H13 7.537 -1.936 0.263
H14 4.809 -3.709 -0.220
H15 2.933 -3.265 -1.785
H16 3.995 0.878 -1.864
H17 5.855 0.439 -0.298
H18 1.503 1.509 -4.269
H19 2.567 2.205 -3.042
O7 -0.388 1.390 2.707
C28 -1.266 1.476 3.535
C29 -1.970 2.822 3.888
C30 -3.339 2.881 3.073
C31 -3.534 1.618 2.412
C32 -3.610 -0.384 2.859
C33 -2.225 -0.853 3.353
N6 -1.826 0.355 4.145
H20 -1.352 3.662 3.588
H21 -2.163 2.847 4.959
H22 -3.279 3.581 2.229
H23 -4.187 3.181 3.689
H24 -2.563 0.132 1.460
H25 -4.803 1.034 0.866
H26 -5.044 0.433 2.090
H27 -4.350 -0.463 3.663
H28 -1.599 -0.868 2.458
H29 -2.158 -1.758 3.945
H30 -2.434 0.529 4.931
Cl3 -4.465 -2.431 1.633
C34 -4.245 -0.892 0.855
Cl4 -3.814 0.448 1.516
C35 -3.206 1.111 0.051
O8 -3.682 1.691 -0.863
O9 -1.688 1.002 -0.174
H31 -4.473 -1.066 -0.197

Lowest unoccupied orbital energy (spin up / spin down)   -4.53 / -4.54 eV
DFT total energy   -126888.2360 eV
HOMO level (spin up / spin down)   -10.48 / -10.48 eV
Total charge   +1

natural (NBO) atomic charge list, values in e, 6 entries: 2.302 0.051 -0.062 -0.255 0.201 -0.658